(1)
{"formula": "C11H16O8PTb", "method": "ωB97M-V/def2-TZVPD", "species": ["O", "C", "Tb", "C", "O", "C", "O", "C", "O", "C", "O", "H", "C", "C", "O", "P", "O", "C", "C", "O", "C", "C", "H", "H", "H", "H", "H", "H", "H", "H", "H", "H", "H", "H", "H", "H", "H"], "coordinates": [[-5.56034, -5.53470, -1.88082], [-5.01736, -4.55167, -1.66627], [-2.59727, -1.23564, -1.01817], [-2.18095, 1.05985, -0.35134], [-2.09704, 2.18995, -0.11306], [-0.60419, -1.29740, -2.13141], [0.34593, -1.39340, -2.77989], [-3.07976, -0.50852, -3.53246], [-3.21853, -0.17813, -4.62471], [-1.37344, -2.44245, 0.71409], [-0.90066, -3.12191, 1.52721], [-2.22954, -2.82549, -2.04743], [-0.63527, 1.15821, 3.53798], [-0.07472, -0.14900, 2.99123], [0.52865, 0.22591, 1.69573], [0.17607, -0.22183, 0.17083], [0.75517, 1.12900, -0.55181], [0.98488, 2.32969, 0.22165], [0.87547, 3.54039, -0.66631], [1.32428, -1.33444, -0.06690], [2.77291, -1.11105, -0.08453], [3.22576, -0.69450, -1.45988], [0.17989, 1.86185, 3.78908], [-1.21758, 0.96150, 4.44772], [-1.28418, 1.62559, 2.77806], [0.76187, -0.52614, 3.59434], [-0.85779, -0.93035, 2.89682], [0.26325, 2.40560, 1.04099], [1.98379, 2.25487, 0.66249], [-0.15182, 3.63668, -1.04127], [1.11309, 4.42510, -0.05633], [1.56727, 3.49401, -1.51912], [3.00789, -0.35677, 0.68276], [3.14757, -2.09319, 0.21995], [2.68679, 0.19951, -1.80871], [4.29629, -0.46818, -1.40763], [3.08366, -1.52295, -2.16289]], "forces_ev_per_angstrom": [[1.4312, 2.5567, 0.5358], [-1.3598, -2.3883, -0.4704], [-1.8227, -0.9222, 1.1141], [0.0576, 6.6138, 0.4715], [-0.2790, -4.6954, -0.6750], [4.4701, -0.7275, -3.9857], [-3.3859, 0.3350, 2.1621], [-0.6070, 1.2304, -4.3637], [0.5399, -1.2954, 4.1363], [2.0166, -4.3730, 4.3067], [-1.8749, 3.0334, -3.5613], [0.4588, 0.3013, -0.5146], [0.0608, -0.1496, 0.2917], [0.0487, 0.6941, -0.2142], [-1.2891, -1.0140, -0.6718], [4.5308, 1.0258, 2.1482], [-1.4582, -1.7151, 0.1243], [0.4103, 1.0001, 0.3908], [-0.0388, 0.0733, -0.2426], [-2.3533, 0.4510, -0.5084], [0.0772, 0.2718, 0.4054], [0.0805, -0.1148, -0.1089], [-0.4190, -0.3649, -0.1699], [0.1134, 0.1638, -0.2132], [0.1163, -0.1273, 0.3850], [-0.3837, -0.0341, -0.1928], [0.5350, 0.4490, -0.1152], [0.1726, -0.1047, -0.1829], [-0.1617, -0.0764, -0.0544], [0.2971, 0.1401, -0.0054], [-0.0869, -0.2248, -0.2902], [-0.1959, 0.0402, 0.2987], [-0.0477, -0.3238, -0.2070], [0.1809, 0.3604, -0.0580], [0.2788, -0.3385, 0.1185], [-0.1687, -0.0185, -0.1104], [0.0557, 0.2679, 0.0269]], "lowdin_spin": [0.00, 0.00, 6.14, -0.02, 0.00, -0.03, 0.00, -0.02, 0.00, -0.02, 0.00, -0.03, 0.00, 0.00, 0.00, -0.01, 0.00, 0.00, 0.00, 0.00, 0.00, 0.00, 0.00, 0.00, 0.00, 0.00, 0.00, 0.00, 0.00, 0.00, 0.00, 0.00, 0.00, 0.00, 0.00, 0.00, 0.00], "spin_multiplicity": 7, "homo_energy_ev": [-16.548, -16.557], "s_squared": 12.705, "total_charge": 2, "e_lumo_ev": [-9.545, -9.321], "total_energy_ha": -2195.79050}



(2)
{"formula": "C25H24N5O2Re", "method": "ωB97M-V/def2-TZVPD", "species": ["Re", "C", "C", "C", "C", "C", "C", "C", "N", "N", "C", "C", "C", "C", "C", "C", "N", "C", "C", "C", "C", "C", "C", "N", "H", "H", "H", "H", "H", "H", "H", "H", "H", "H", "H", "H", "H", "H", "H", "H", "H", "H", "H", "H", "O", "C", "O", "C", "C", "C", "C", "C", "N", "H", "H", "H", "H"], "coordinates": [[-0.02569, -0.06456, 0.28849], [-1.58659, 1.13834, -2.02611], [-0.36909, 1.52164, -2.85781], [0.94561, 0.83144, -2.61611], [1.88891, 0.93814, -3.64061], [3.15911, 0.41954, -3.49561], [3.48581, -0.15116, -2.26961], [2.52201, -0.20886, -1.29051], [1.24831, 0.22334, -1.45071], [-1.47359, 1.31294, -0.55441], [-2.75759, 0.84754, 0.02179], [-2.88719, -0.64406, -0.14901], [-4.12839, -1.25456, -0.22841], [-4.19759, -2.63786, -0.29721], [-3.01579, -3.36596, -0.30901], [-1.81129, -2.68866, -0.24861], [-1.74609, -1.35746, -0.16341], [-1.18959, 2.72734, -0.18901], [0.09291, 2.90344, 0.59129], [0.51061, 4.17164, 0.98689], [1.61371, 4.30104, 1.81679], [2.27361, 3.15234, 2.23619], [1.83911, 1.93164, 1.75949], [0.78931, 1.81114, 0.94059], [-1.82489, 0.08904, -2.22861], [-2.43539, 1.73224, -2.38381], [-0.16819, 2.59754, -2.79801], [-0.65539, 1.33454, -3.89741], [1.62001, 1.43734, -4.55791], [3.88131, 0.47624, -4.29401], [4.47671, -0.52796, -2.07751], [2.79111, -0.58136, -0.30941], [-3.61259, 1.36134, -0.43201], [-2.77169, 1.05834, 1.09809], [-5.02339, -0.65276, -0.23851], [-5.15489, -3.13426, -0.33811], [-3.02179, -4.44286, -0.36241], [-0.87649, -3.22996, -0.26721], [-2.00079, 3.12904, 0.42899], [-1.15589, 3.35154, -1.08681], [-0.03209, 5.04654, 0.66089], [1.93491, 5.27594, 2.15539], [3.10601, 3.20184, 2.91909], [2.34421, 1.02314, 2.05829], [-0.72959, -0.94576, 4.23719], [-0.42229, -0.90526, 3.08519], [-0.81769, -0.10916, 2.16469], [0.56571, -1.95786, 2.51069], [0.97911, -3.03036, 3.27789], [1.78411, -3.99076, 2.67189], [2.10831, -3.83786, 1.33069], [1.64711, -2.72976, 0.64049], [0.90491, -1.77966, 1.22559], [0.67171, -3.09746, 4.31299], [2.12851, -4.84686, 3.23489], [2.70841, -4.57146, 0.81459], [1.87061, -2.60146, -0.41101]], "forces_ev_per_angstrom": [[-0.9670, -0.0075, 1.3889], [0.2761, -0.2196, -0.9890], [-0.1963, 0.0325, 0.2439], [0.0137, 0.1492, -0.4860], [-0.0208, -0.1522, 0.2074], [-0.2157, -0.0392, 0.2811], [-0.1899, 0.0471, 0.1001], [0.5808, -0.1201, 0.1437], [-0.3192, -0.1035, 0.0860], [0.5075, -0.2140, 0.1953], [-0.5987, -0.3403, 0.6350], [-0.7290, 0.0788, -0.0376], [0.3782, 0.1486, -0.0369], [0.1752, -0.0003, 0.0453], [0.1285, 0.1849, 0.0083], [-0.0729, -0.7140, -0.0600], [0.7730, 0.7578, 0.0799], [0.1573, 0.6605, 0.2259], [-0.0347, 0.6422, -0.1079], [-0.0765, -0.3622, -0.0903], [-0.1200, -0.1590, -0.0194], [-0.1655, -0.1609, -0.1890], [0.7087, 0.1582, 0.5213], [-0.4701, -0.7221, -0.3352], [-0.0278, 0.1789, 0.1205], [0.0575, -0.0152, 0.1526], [-0.0718, -0.0468, -0.0474], [0.0237, 0.0977, 0.0958], [-0.1536, 0.0489, -0.0822], [0.0871, 0.0328, -0.1107], [0.0982, -0.0538, 0.1054], [-0.0859, -0.0836, -0.0484], [0.2218, 0.0183, -0.0414], [0.0926, 0.1034, -0.1401], [-0.0963, 0.0741, 0.0419], [-0.0883, -0.0668, -0.0307], [0.0320, -0.0886, -0.0303], [0.0404, 0.0091, 0.0065], [0.0017, -0.1929, -0.1304], [-0.0617, -0.1440, 0.0875], [-0.1229, 0.0355, -0.0047], [0.0158, 0.0512, -0.0157], [0.1116, -0.0467, 0.0275], [-0.0072, -0.0945, -0.0441], [-0.2317, 0.4260, -0.3756], [1.7533, -2.7677, 1.5528], [-0.6575, 2.1436, -2.9161], [-0.8364, 0.5432, 1.2034], [0.2084, 0.0591, -0.3981], [-0.1793, 0.1646, 0.1864], [-0.1044, 0.2216, -0.2344], [0.5247, -0.5525, -0.3596], [-0.1273, 0.4488, -0.3102], [-0.0688, 0.0760, -0.0226], [0.0532, -0.0511, -0.0113], [0.0336, -0.0327, -0.0623], [0.0424, -0.0408, 0.0254]], "lowdin_spin": [2.53, 0.01, 0.00, 0.02, 0.00, 0.02, 0.00, 0.02, 0.03, 0.01, 0.01, 0.01, 0.00, 0.01, 0.00, 0.02, 0.02, 0.01, 0.01, 0.00, 0.01, 0.00, 0.02, 0.02, 0.00, 0.00, 0.00, 0.00, 0.00, 0.00, 0.00, 0.00, 0.00, 0.00, 0.00, 0.00, 0.00, 0.00, 0.00, 0.00, 0.00, 0.00, 0.00, 0.00, 0.03, 0.01, 0.10, 0.02, 0.00, 0.02, 0.00, 0.02, 0.02, 0.00, 0.00, 0.00, 0.00], "spin_multiplicity": 4, "homo_energy_ev": [-18.676, -18.712], "s_squared": 3.771, "total_charge": 3, "e_lumo_ev": [-9.049, -11.234], "total_energy_ha": -1468.72991}



(3)
{"formula": "C5H5Cl4NO", "method": "ωB97M-V/def2-TZVPD", "species": ["C", "C", "Cl", "C", "N", "Cl", "C", "O", "C", "Cl", "Cl", "H", "H", "H", "H", "H"], "coordinates": [[-0.28264, -0.22506, -0.95720], [-0.95089, 0.06019, 0.37615], [-2.10473, -1.21177, 0.75644], [0.05129, 0.14797, 1.44321], [-0.74725, 0.79402, 2.47034], [-0.40372, 0.85607, 4.11951], [-1.78463, 1.57796, 1.98917], [-2.41721, 2.34366, 2.64024], [-1.79674, 1.45333, 0.43363], [-0.99393, 2.88391, 0.00332], [-3.43448, 1.33568, -0.34445], [-0.98005, -0.65407, -1.72284], [0.32948, -1.05925, -0.73920], [0.32626, 0.56854, -1.25768], [0.30721, -0.81977, 1.74317], [0.86364, 0.65897, 1.00868]], "forces_ev_per_angstrom": [[-2.0593, -1.7338, 0.1577], [-1.6594, 1.2478, -3.1312], [-0.3561, -0.7116, 0.1401], [-1.5243, 0.5784, 1.1696], [-0.1700, 0.7113, -0.2496], [0.2784, -0.0741, -0.3486], [0.2520, 0.0911, 0.1842], [-0.8482, 0.2294, 0.4353], [-0.5222, -2.8090, 1.6765], [1.0817, 1.0691, -1.2395], [1.1891, 0.2605, 0.6036], [0.4304, 1.0881, 0.5376], [1.1155, -0.9765, 0.0701], [0.6951, 1.3291, -0.7953], [0.7117, -1.4454, 0.4959], [1.3855, 1.1457, 0.2936]], "nbo_charge": [-0.64, -0.01, 0.00, -0.26, -0.45, 0.20, 0.63, -0.54, -0.16, 0.08, 0.03, 0.25, 0.22, 0.23, 0.23, 0.21], "homo_energy_ev": -9.911, "e_above_lowest_kj_mol": 0.0, "smiles": "C[C@@]1(Cl)CN(Cl)C(=O)C1(Cl)Cl", "e_lumo_ev": 0.461, "total_energy_ha": -2164.24670}



(4)
{"formula": "C18H24F2N5O4S", "method": "ωB97M-V/def2-TZVPD", "species": ["C", "C", "O", "C", "O", "N", "C", "N", "N", "C", "N", "N", "S", "C", "O", "O", "H", "H", "H", "H", "H", "H", "H", "H", "H", "H", "H", "H", "H", "H", "F", "C", "C", "C", "C", "C", "C", "H", "H", "H", "H", "H", "F", "C", "C", "C", "C", "C", "C", "H", "H", "H", "H", "H"], "coordinates": [[1.06086, 1.74717, 2.23055], [0.86927, 0.47248, 1.41966], [-0.51949, 0.28042, 1.20781], [1.61792, 0.64482, 0.13088], [1.66332, -0.62736, -0.59798], [2.68282, -0.64112, -1.47879], [2.77211, -0.18816, -2.72674], [1.80272, 0.36756, -3.42887], [4.02215, -0.35992, -3.18416], [4.70318, -0.93370, -2.23089], [6.03399, -1.26251, -2.31189], [3.91802, -1.13421, -1.12409], [4.23070, -1.80509, 0.42867], [3.09201, -3.13987, 0.49922], [5.55974, -2.28262, 0.31099], [3.88933, -0.80200, 1.36841], [0.24856, 1.84531, 2.93694], [2.02756, 1.75535, 2.71892], [1.02342, 2.61744, 1.57732], [1.27700, -0.35530, 1.99707], [-0.75156, -0.63748, 1.35775], [2.63933, 0.92865, 0.36378], [1.15030, 1.41834, -0.47302], [0.92701, 0.69067, -3.04725], [1.95170, 0.47143, -4.41680], [6.19081, -2.26179, -2.31290], [6.57940, -0.84257, -1.57267], [2.87072, -3.47231, -0.50696], [2.20410, -2.80520, 1.01360], [3.61186, -3.93063, 1.02577], [-1.06856, 1.42527, -2.87832], [-1.96441, 0.39509, -2.81283], [-1.48597, -0.86785, -3.06479], [-2.35552, -1.94496, -2.98623], [-3.69097, -1.72596, -2.67769], [-4.14853, -0.43425, -2.44573], [-3.27954, 0.64714, -2.50179], [-0.44625, -0.99916, -3.32748], [-1.99593, -2.94620, -3.17934], [-4.37767, -2.55922, -2.62762], [-5.19066, -0.26396, -2.21368], [-3.61273, 1.65800, -2.30980], [-5.44202, 1.38259, 5.57336], [-4.62555, 1.60370, 4.52817], [-3.82820, 2.72952, 4.53027], [-2.98640, 2.94788, 3.44908], [-2.95628, 2.05373, 2.38741], [-3.76920, 0.92914, 2.41311], [-4.61152, 0.69388, 3.48986], [-3.87199, 3.41650, 5.36410], [-2.35138, 3.82379, 3.43854], [-2.29375, 2.22782, 1.55175], [-3.74606, 0.22801, 1.59230], [-5.24977, -0.17831, 3.53302]], "forces_ev_per_angstrom": [[0.0515, 0.1574, -0.4482], [-0.3642, 0.1273, 0.5676], [0.0510, 0.0047, -0.3883], [0.2809, 0.1840, 0.2554], [-0.1120, 0.0241, -0.2433], [-0.3731, -0.0057, 0.3519], [-0.1871, 0.3428, -0.1840], [-0.2697, 0.0494, -0.0409], [0.1337, -0.2174, -0.4527], [0.1082, -0.1402, 0.2918], [0.1404, 0.0433, -0.1864], [0.1164, 0.2315, -0.2094], [0.3073, -0.1967, 0.4846], [0.0752, 0.0335, -0.1634], [0.1656, -0.1210, -0.1897], [-0.1824, 0.1646, 0.1573], [-0.0277, -0.0846, 0.3031], [0.1130, -0.0215, 0.2369], [-0.0815, 0.1655, -0.0672], [0.1417, -0.2176, -0.0896], [-0.0699, -0.0935, -0.0125], [0.1261, 0.0355, -0.0473], [-0.1908, -0.1045, -0.2679], [-0.1161, -0.0993, 0.1478], [0.1430, 0.2011, -0.0989], [0.0925, -0.0707, -0.0636], [0.1052, -0.0461, 0.1334], [-0.0577, -0.0819, -0.1665], [-0.1842, -0.0064, 0.0949], [0.0304, -0.1307, 0.2296], [0.0344, 0.0345, 0.0383], [0.0486, -0.0428, 0.0178], [0.1650, -0.2158, -0.0239], [-0.1501, 0.0790, -0.0037], [-0.0130, 0.0193, -0.0076], [0.0361, -0.0799, 0.0386], [-0.0556, 0.1747, 0.0370], [0.0091, -0.1159, -0.0142], [0.0069, -0.0091, -0.0141], [-0.0155, -0.0018, 0.0051], [-0.0107, 0.0074, 0.0082], [0.0032, -0.0053, -0.0177], [-0.0146, -0.0073, 0.0200], [0.0338, 0.0047, -0.0451], [0.0333, 0.0752, 0.0660], [-0.0226, -0.0361, -0.0431], [0.0119, 0.0749, 0.0624], [0.0391, 0.0726, 0.0747], [-0.0388, -0.0949, -0.0369], [-0.0093, -0.0108, 0.0134], [-0.0124, 0.0333, -0.0008], [-0.0133, -0.0303, -0.0227], [-0.0140, -0.0715, -0.0974], [-0.0175, 0.0188, 0.0110]], "nbo_charge": [-0.63, 0.06, -0.72, -0.10, -0.32, 0.07, 0.57, -0.76, -0.45, 0.61, -0.82, -0.49, 2.33, -0.89, -0.89, -0.89, 0.25, 0.23, 0.21, 0.18, 0.48, 0.21, 0.20, 0.44, 0.44, 0.41, 0.41, 0.26, 0.27, 0.29, -0.35, 0.37, -0.26, -0.20, -0.22, -0.18, -0.28, 0.20, 0.22, 0.23, 0.23, 0.24, -0.32, 0.40, -0.28, -0.20, -0.23, -0.20, -0.29, 0.23, 0.22, 0.22, 0.21, 0.23], "homo_energy_ev": -10.920, "total_charge": 1, "e_lumo_ev": -3.186, "total_energy_ha": -1872.62976}